7
Properties=species:S:1:pos:R:3:mulliken_charge:R:1 method="wB97M-V/def2-TZVPD" homo_lumo_gap_ha="0.333 / 0.334" e_lumo_ev="-1.327 / -1.321" energy_ev=-13759.754 smiles="O=C(F)N=C(F)F" multiplicity=1
C 1.414 0.003 0.012 0.5266
C -1.373 0.045 0.087 0.6016
N -0.179 0.543 0.383 -0.3223
O -2.188 -0.264 0.885 -0.4248
F 2.429 0.614 0.457 -0.0772
F 1.601 -1.115 -0.591 -0.0841
F -1.704 0.173 -1.234 -0.2198

***

13
Properties=species:S:1:pos:R:3:mulliken_charge:R:1 method="wB97M-V/def2-TZVPD" homo_lumo_gap_ha=0.315 e_lumo_ev=0.298 energy_ev=-12149.202 multiplicity=1
C -2.165 0.055 -0.175 -0.4859
C -0.878 0.813 0.177 -0.4197
C -0.953 -0.645 0.481 -0.3178
C 0.018 -0.163 -0.538 -0.4442
Si 2.583 -0.069 0.064 0.4713
H -2.972 0.102 0.564 0.2495
H -2.486 -0.009 -1.345 0.1462
H -0.617 1.779 0.487 0.4305
H -0.924 -1.344 1.312 0.3533
H -0.155 -0.314 -1.560 0.2523
H 3.499 -1.208 0.084 -0.0907
H 2.502 0.180 1.488 -0.0767
H 2.547 0.824 -1.039 -0.0680

***

36
Properties=species:S:1:pos:R:3:mulliken_charge:R:1 method="wB97M-V/def2-TZVPD" homo_lumo_gap_ha=0.266 e_lumo_ev=-2.516 energy_ev=-28127.176 multiplicity=1
Au 0.087 0.467 0.564 1.1352
O -0.201 0.393 -2.363 -0.4227
C -1.107 -0.698 -2.442 -0.7486
C -0.797 -1.739 -1.371 -0.5501
N -1.000 -1.356 0.056 0.1029
C -0.382 -2.372 0.921 -0.4768
C 1.164 -2.228 0.911 0.5315
O 1.835 -3.210 1.125 -0.6512
O 1.593 -1.028 0.697 -0.6028
C -2.411 -1.112 0.379 -0.4087
C -2.815 0.339 0.006 0.4937
O -3.942 0.546 -0.386 -0.6386
O -1.885 1.219 0.177 -0.6762
H -0.639 1.185 -2.694 0.3208
H -0.982 -1.185 -3.412 0.3946
H -2.142 -0.363 -2.368 0.4153
H 0.247 -2.037 -1.482 0.3655
H -1.437 -2.603 -1.573 0.3491
H -0.660 -3.386 0.630 0.3402
H -0.679 -2.205 1.956 0.3495
H -2.552 -1.187 1.458 0.3576
H -3.079 -1.820 -0.112 0.2810
C 1.159 3.969 -0.018 -1.4939
C 1.951 2.774 0.558 1.9296
C 3.047 3.293 1.499 -1.7384
C 2.593 1.988 -0.592 -1.6584
O 1.105 1.982 1.342 -0.6956
H 1.783 4.551 -0.696 0.3680
H 0.814 4.606 0.796 0.3789
H 0.284 3.593 -0.553 0.2940
H 3.675 4.011 0.973 0.3683
H 3.656 2.458 1.848 0.4018
H 2.590 3.773 2.363 0.4310
H 3.350 2.596 -1.086 0.4905
H 1.838 1.698 -1.324 0.2722
H 3.063 1.082 -0.202 0.3908

***

12
Properties=species:S:1:pos:R:3:mulliken_charge:R:1 method="wB97M-V/def2-TZVPD" homo_lumo_gap_ha=0.330 e_lumo_ev=0.581 energy_ev=-18496.121 smiles="S=C1NCC=NN1" multiplicity=1
C -1.269 -0.147 0.060 0.1006
C 0.964 0.882 0.133 -0.4324
C 1.385 -0.536 -0.167 -0.0092
H -0.978 1.841 -0.035 0.2681
H 1.239 1.664 -0.512 0.3294
H 1.140 1.169 1.127 0.2638
H 2.346 -0.723 -0.624 0.3754
H -1.326 -2.111 -0.001 0.3319
N -0.446 0.915 -0.083 -0.2224
N 0.592 -1.491 -0.172 -0.4917
N -0.691 -1.313 0.370 -0.1215
S -2.956 -0.150 -0.096 -0.3919

***

43
Properties=species:S:1:pos:R:3:mulliken_charge:R:1 method="wB97M-V/def2-TZVPD" homo_lumo_gap_ha=0.211 e_lumo_ev=-5.530 energy_ev=-22115.540 total_charge=+1 multiplicity=1
C -2.015 0.173 2.284 -1.3292
C -0.656 0.737 2.521 -0.1584
C 0.482 0.039 2.389 0.8791
C 1.810 0.740 2.341 -1.3508
C 0.465 -1.459 2.249 -1.3328
H -2.754 0.983 2.312 0.2707
H -2.127 -0.352 1.320 0.4654
H -2.294 -0.542 3.069 0.2401
H -0.621 1.811 2.712 0.4982
H 2.616 0.003 2.299 0.3832
H 1.894 1.379 1.449 0.3125
H 1.974 1.381 3.218 0.2454
H 1.490 -1.839 2.212 0.4107
H -0.042 -1.947 3.095 0.2657
H -0.049 -1.780 1.332 0.2854
C 3.841 3.648 8.054 -0.8158
O 3.426 2.277 7.863 -0.4033
C 2.201 2.002 7.346 0.9075
C 1.865 0.628 7.221 -0.8015
C 0.665 0.258 6.673 -0.4505
C -0.296 1.221 6.212 0.9337
C -1.491 0.724 5.627 -0.4152
C -2.744 1.362 5.393 1.1910
C -3.857 0.528 5.033 -0.4592
C -5.059 1.064 4.599 -0.6802
C -5.227 2.456 4.526 -0.3468
C -4.186 3.293 4.943 -0.8817
C -2.984 2.766 5.401 -0.2659
C 0.072 2.589 6.343 -0.2810
C 1.262 2.981 6.931 -1.0071
H 4.841 3.548 8.473 0.2483
H 3.882 4.191 7.103 0.3557
H 3.184 4.167 8.762 0.3526
H 2.591 -0.100 7.579 0.4598
H 0.415 -0.801 6.596 0.4035
H -1.491 -0.360 5.466 0.2397
H -3.731 -0.555 5.105 0.4229
H -5.877 0.399 4.316 0.3939
H -6.166 2.880 4.172 0.4207
H -4.314 4.377 4.926 0.4140
H -2.225 3.447 5.765 0.2683
H -0.575 3.372 5.970 0.2964
H 1.481 4.044 7.071 0.4150

***

6
Properties=species:S:1:pos:R:3:mulliken_charge:R:1 method="wB97M-V/def2-TZVPD" homo_lumo_gap_ha=0.265 e_lumo_ev=-1.505 energy_ev=-36186.803 multiplicity=1
C 1.799 -0.353 1.602 -0.2292
S -2.161 0.186 -0.082 -0.2808
I -1.029 -0.778 -1.910 0.0915
I 2.188 -1.897 0.234 0.1028
I 1.476 1.444 0.655 0.1444
H -2.272 1.397 -0.499 0.1713

***

139
Properties=species:S:1:pos:R:3:mulliken_charge:R:1 method="wB97M-V/def2-TZVPD" homo_lumo_gap_ha=0.378 e_lumo_ev=-3.295 energy_ev=-140881.335 total_charge=+2 multiplicity=1
Ba 3.146 -1.792 0.095 1.6189
C -4.979 3.993 1.242 -0.6934
O -4.697 3.935 -0.135 -0.4940
C -3.319 3.780 -0.404 -0.2551
C -2.989 3.650 -1.891 -0.2138
N -4.064 2.744 -2.440 0.3883
H -3.937 1.768 -2.151 0.1376
H -4.831 3.132 -1.909 0.4859
C -4.522 2.797 -3.913 -0.8265
C -3.559 2.076 -4.977 -0.4916
O -2.242 2.355 -4.642 -0.4435
C -1.528 1.138 -4.335 -0.7446
H -4.963 2.955 1.575 0.2610
H -5.970 4.398 1.490 0.2935
H -4.196 4.583 1.859 0.2623
H -2.918 2.962 0.140 0.2617
H -2.739 4.659 0.022 0.3406
H -2.106 3.045 -1.928 0.0186
H -2.956 4.608 -2.456 0.4630
H -4.691 3.857 -4.123 0.4776
H -5.505 2.418 -3.735 0.4568
H -3.965 2.471 -5.882 0.4735
H -3.833 0.962 -4.925 0.1545
H -1.664 0.796 -3.329 0.1009
H -0.510 1.489 -4.245 0.3712
H -1.655 0.333 -5.069 0.5477
C -1.077 -0.411 -0.091 0.2610
F -0.675 -1.471 0.606 -0.0841
F -2.030 -0.778 -0.964 -0.0743
F -1.629 0.434 0.713 -0.1922
S 0.391 0.363 -0.897 -0.1541
O 1.348 0.385 0.188 -0.1030
O 0.793 -0.567 -1.992 -0.3160
O -0.221 1.613 -1.245 -0.4393
C 0.734 -5.147 -1.388 -0.7981
C 2.001 -4.986 -2.161 0.1809
O 2.991 -4.535 -1.193 -0.1673
H 0.649 -4.257 -0.777 0.0225
H 0.831 -6.073 -0.866 0.3937
H -0.067 -5.099 -2.077 0.3140
H 1.978 -4.278 -3.040 -0.4400
H 2.207 -5.976 -2.525 0.4663
H 3.530 -5.273 -0.891 0.1213
C 1.139 -2.476 -4.647 -1.0494
C -0.400 -2.428 -4.584 0.6363
O -0.848 -3.182 -3.441 -0.3983
H 1.564 -3.470 -4.951 0.4260
H 1.643 -2.252 -3.725 -0.0089
H 1.415 -1.707 -5.348 0.4486
H -0.848 -2.771 -5.468 0.5660
H -0.780 -1.457 -4.472 -0.6540
H -1.767 -2.911 -3.233 0.2115
C 7.745 -3.505 0.845 -1.3826
C 6.262 -3.549 0.509 0.0499
O 5.665 -2.243 0.854 -0.2970
H 8.161 -2.591 0.457 0.3625
H 8.286 -4.386 0.497 0.3955
H 7.821 -3.440 1.934 0.3799
H 5.739 -4.288 1.087 0.2581
H 6.065 -3.625 -0.540 0.1723
H 6.176 -1.916 1.585 0.1212
C -4.547 0.845 4.605 -0.9712
C -4.850 -0.690 4.535 -0.2672
O -4.586 -1.176 3.178 -0.4556
H -4.523 1.148 5.640 0.3987
H -5.244 1.511 4.090 0.2259
H -3.569 0.886 4.179 0.2048
H -5.867 -0.947 4.836 0.3552
H -4.207 -1.126 5.282 0.2742
H -4.948 -2.084 3.133 0.2280
C 4.523 0.044 -2.912 -0.9991
C 5.024 -1.392 -3.250 -0.2333
O 4.494 -2.334 -2.270 -0.2936
H 3.403 0.085 -3.005 0.1273
H 4.812 0.769 -3.685 0.4505
H 4.895 0.445 -1.977 0.2753
H 6.117 -1.465 -3.191 0.3726
H 4.713 -1.693 -4.278 0.2852
H 4.405 -3.267 -2.491 0.1017
O 4.095 -0.227 2.104 -0.6468
S 3.519 0.249 3.346 0.8598
O 3.249 -0.782 4.337 -0.6510
O 4.549 1.286 3.974 -0.2469
C 4.512 1.579 5.390 -0.1702
C 4.877 3.048 5.578 -1.1499
C 2.116 1.220 3.013 -0.7751
H 5.126 0.874 5.935 0.3066
H 3.434 1.509 5.662 0.3075
H 5.824 3.329 5.148 0.3400
H 4.778 3.221 6.697 0.3438
H 4.150 3.657 5.054 0.2830
H 1.834 1.646 3.975 0.5625
H 1.269 0.532 2.656 0.0397
H 2.456 1.857 2.191 0.3662
O 2.773 -5.271 3.272 -0.6698
S 1.947 -4.082 3.185 0.7360
O 2.314 -3.049 2.214 0.1979
O 0.490 -4.319 2.664 -0.1309
C -0.219 -5.500 3.084 -0.6004
C -1.404 -5.031 3.946 -0.9078
C 1.691 -3.492 4.844 -1.1217
H 0.453 -6.124 3.625 0.4955
H -0.525 -6.078 2.210 0.3417
H -1.572 -5.816 4.666 0.3845
H -2.314 -4.872 3.381 0.2923
H -1.035 -4.136 4.569 0.1960
H 1.115 -4.197 5.461 0.4275
H 1.214 -2.518 4.794 0.3472
H 2.627 -3.313 5.328 0.3945
O -4.778 0.274 -1.886 -0.8839
S -5.164 -0.954 -2.529 1.2021
O -4.331 -1.399 -3.562 -0.6706
O -5.360 -2.135 -1.479 -0.3587
C -5.272 -1.831 -0.031 0.1809
C -6.676 -2.014 0.612 -1.1558
C -6.871 -0.730 -3.136 -1.0624
H -4.851 -0.786 0.012 0.1276
H -4.483 -2.485 0.360 0.2844
H -7.426 -1.290 0.260 0.2392
H -6.725 -1.992 1.705 0.2858
H -7.056 -3.021 0.359 0.3543
H -7.543 -0.344 -2.347 0.3165
H -7.325 -1.711 -3.462 0.3982
H -6.864 -0.061 -4.062 0.3347
O 1.745 5.038 -0.955 -0.5934
S 1.811 5.839 0.195 1.1704
O 1.992 5.259 1.497 -0.6372
O 2.989 6.889 -0.036 -0.2472
C 3.294 7.373 -1.345 -0.1802
C 4.720 7.853 -1.199 -1.1814
C 0.298 6.794 0.233 -0.9934
H 2.696 8.240 -1.534 0.2724
H 3.113 6.644 -2.114 0.3642
H 5.471 7.103 -1.213 0.3383
H 4.750 8.538 -0.314 0.2840
H 4.948 8.535 -2.047 0.3732
H -0.395 6.140 0.718 0.3190
H 0.019 6.832 -0.817 0.3319
H 0.286 7.783 0.695 0.3760

***

18
Properties=species:S:1:pos:R:3:mulliken_charge:R:1 method="wB97M-V/def2-TZVPD" homo_lumo_gap_ha=0.395 e_lumo_ev=0.920 energy_ev=-8900.364 smiles="CC(C)CC(N)=O" multiplicity=1
C -0.652 -0.017 0.394 -0.6174
C -0.316 1.102 -0.599 0.7609
C 0.560 0.569 -1.716 -1.3466
C -1.756 1.709 -0.870 -1.4849
C 0.532 -0.851 0.800 0.3202
N 0.328 -2.135 1.446 -0.3892
O 1.653 -0.436 0.829 -0.5710
H -1.157 0.455 1.339 0.2955
H -1.437 -0.654 -0.023 0.3387
H 0.139 2.062 -0.176 0.2248
H -0.057 -0.023 -2.382 0.3203
H 1.020 1.187 -2.486 0.3829
H 1.334 -0.072 -1.207 0.2716
H -2.498 1.843 -0.107 0.3947
H -2.111 1.157 -1.742 0.3443
H -1.515 2.719 -1.308 0.3694
H 1.093 -2.748 1.732 0.2285
H -0.540 -2.557 1.553 0.1573